(1)
# C10H40O10

A cluster of 10 separate species, C10H40O10 in total (wB97M-V/def2-TZVPD, the OMol25 dataset).

Properties
- LUMO level: 0.3 eV
- Energy relative to the best compared isomer or geometry (same formula, charge and spin): 144.9 kcal/mol
- Gap between HOMO and LUMO: 10.3 eV

Structure (ORCA input):
```
! RIJCOSX wB97M-V def2-TZVPD def2/J DEFGRID3
* xyz 0 1
C 0.05004 5.14364 -5.46012
O 0.21139 3.99303 -6.29435
H 0.78414 5.94900 -5.48463
H -0.95834 5.54880 -5.54444
H 0.02834 4.93640 -4.39023
H -0.64020 3.65547 -6.58147
C -0.96818 -4.24203 7.38099
O -1.56352 -3.81123 6.20307
H 0.08012 -3.94598 7.34195
H -1.47343 -3.67965 8.16620
H -1.13054 -5.30478 7.56072
H -1.02490 -4.19309 5.50617
C -2.33747 1.65500 8.25330
O -3.17279 0.98897 7.40207
H -2.92267 2.19974 8.99418
H -1.53393 1.10469 8.74277
H -1.84413 2.47525 7.73186
H -2.81624 0.14415 7.11790
C -0.14644 0.22908 0.64158
O -0.92083 0.88429 -0.44870
H -0.48358 0.46918 1.64994
H -0.16694 -0.85838 0.57008
H 0.85018 0.65453 0.52399
H -0.83341 0.42441 -1.28684
C -5.42229 -0.08404 -6.61206
O -4.36371 0.76310 -7.12004
H -6.26661 0.60531 -6.60866
H -5.70381 -0.92329 -7.24808
H -5.17399 -0.41371 -5.60322
H -4.50380 0.92932 -8.05511
C 0.04557 -7.37919 1.96357
O 0.84506 -6.29748 2.35262
H 0.59706 -8.21291 1.52895
H -0.43447 -7.73910 2.87359
H -0.78495 -7.08784 1.32057
H 1.47904 -6.05024 1.67547
C 5.07149 6.43154 0.46925
O 4.80867 7.73458 0.75122
H 4.67887 5.78366 1.25296
H 4.77217 6.05064 -0.50718
H 6.13344 6.20018 0.55199
H 3.86456 7.86877 0.86184
C -0.72960 6.46893 1.89829
O -0.46301 7.75920 1.45618
H -1.78058 6.34263 2.15824
H -0.33103 5.78699 1.14716
H -0.17382 6.20095 2.79685
H -1.22732 7.93205 0.90160
C 5.34848 -5.53408 -1.68756
O 4.56815 -4.51554 -1.04650
H 4.94955 -5.72186 -2.68441
H 6.39554 -5.23862 -1.75440
H 5.34489 -6.49762 -1.17798
H 4.87016 -3.65235 -1.33854
C -0.42702 -4.01091 -5.43439
O -0.50093 -2.55225 -5.23147
H 0.42161 -4.39743 -5.99877
H -0.43609 -4.53817 -4.48044
H -1.26610 -4.31195 -6.06162
H -1.27199 -2.12006 -5.60601
*
```

=====

(2)
# C5H13N3O2

A cluster of 2 separate species, C5H13N3O2 in total (wB97M-V/def2-TZVPD, the OMol25 dataset).

Properties
- LUMO level: 0.7 eV
- Energy relative to the best compared isomer or geometry (same formula, charge and spin): 50.9 kcal/mol
- Gap between HOMO and LUMO: 9.2 eV

Structure (ORCA input):
```
! RIJCOSX wB97M-V def2-TZVPD def2/J DEFGRID3
* xyz 0 1
C 1.65113 -1.58936 0.08487
C 1.63345 1.32482 -1.56123
C 0.53655 1.83869 0.72024
C -2.52721 -0.13139 0.94379
C 0.89445 0.74715 -0.35085
N -2.00970 -1.36975 1.18427
N 1.73331 -0.27188 0.22609
N -3.54968 -0.13622 0.00147
O 2.38151 -2.37705 0.66389
O 0.80906 -1.94757 -0.95102
H 1.06246 2.09454 -1.96606
H 2.53854 1.92066 -1.14935
H 2.00817 0.61143 -2.18531
H 0.70255 2.87191 0.39328
H -0.54060 1.67863 0.99667
H 1.01592 1.65226 1.79047
H 0.00909 0.33496 -0.83150
H -2.40553 -2.27587 0.90019
H -1.07143 -1.44013 1.60271
H 2.48924 -0.16095 0.85056
H 0.90851 -2.92361 -1.18099
H -4.31562 0.52582 0.14076
H -3.95416 -0.97709 -0.32293
*
```

=====

(3)
# C20H57N4O8

A cluster of 6 separate species, C20H57N4O8 in total (wB97M-V/def2-TZVPD, the OMol25 dataset).

Properties
- LUMO level: -1.8 eV
- Energy relative to the best compared isomer or geometry (same formula, charge and spin): 0.0 kcal/mol
- Gap between HOMO and LUMO: 8.9 eV

Structure (ORCA input):
```
! RIJCOSX wB97M-V def2-TZVPD def2/J DEFGRID3
* xyz 1 1
N 0.06464 1.43168 -0.67797
H 0.83525 1.69598 -0.24632
H -0.55085 2.05862 -0.10031
H -0.09531 0.45175 -0.39572
H -0.21076 1.63912 -1.57567
C -2.22317 4.90377 -1.77144
O -1.38883 3.85539 -2.25946
H -3.02274 4.91567 -2.40290
H -1.72976 5.76512 -1.65051
H -2.67216 4.61781 -0.74827
H -1.52627 3.73049 -3.22616
C 2.52642 3.92324 -1.67536
O 1.61103 3.98720 -0.53431
H 1.69209 3.37298 -2.32198
H 3.40554 3.30493 -1.47194
H 2.91937 4.87359 -2.01197
H 1.69435 4.98011 -0.28986
C 2.77245 -2.38584 -5.05588
O 2.70848 -1.03857 -4.49379
C 1.43596 -0.47236 -4.48857
C 0.72010 -0.84825 -3.26157
N -0.50471 -0.04219 -3.23259
C -1.58139 -0.98142 -2.70678
C -2.86119 -0.21527 -2.29648
O -2.41420 0.62205 -1.22914
C -3.49592 1.44090 -0.70293
H 2.29574 -2.19589 -5.99815
H 2.50085 -3.22963 -4.41782
H 3.69839 -2.65043 -5.32505
H 1.02813 -0.68792 -5.39433
H 1.32924 0.68058 -4.62405
H 1.36941 -0.55240 -2.45080
H 0.62152 -1.90911 -3.57279
H -0.71894 0.06724 -4.04689
H -1.33923 -1.59832 -1.85029
H -1.90825 -1.65288 -3.43638
H -3.47813 -0.69743 -1.57972
H -3.49700 0.27489 -2.97401
H -3.71995 2.24307 -1.42053
H -3.11591 1.72436 0.25592
H -4.39986 0.76833 -0.43313
C 0.15552 2.43962 2.61545
O -0.29864 1.21732 2.28118
C -1.64211 1.01741 2.70288
C -2.05985 -0.42814 2.33110
N -3.50188 -0.45227 2.14537
C -4.03215 -1.66903 1.55690
C -3.87496 -2.83284 2.64878
O -4.00535 -4.05160 1.97419
C -4.07520 -5.05326 3.02053
H 0.22554 2.57929 3.72231
H -0.45627 3.36758 2.13879
H 1.24144 2.46886 2.40127
H -2.40805 1.81598 2.48074
H -1.66789 1.03511 3.84102
H -1.63289 -1.10903 3.18867
H -1.61279 -0.75714 1.50539
H -4.12828 0.08711 2.91831
H -3.55328 -2.10206 0.81045
H -4.99841 -1.52915 1.17996
H -4.40047 -2.56228 3.37725
H -2.76941 -2.86374 3.12155
H -3.57998 -4.81395 3.92775
H -3.60535 -5.97828 2.71468
H -5.06580 -5.40152 3.24018
C 6.71220 1.47150 2.14519
O 5.50164 1.65234 1.72273
C 4.81299 0.46854 1.27918
C 3.31961 0.81404 1.05970
N 2.52372 -0.29374 0.69145
C 2.10032 -1.12147 1.81002
C 1.09247 -2.17189 1.22129
O 0.60312 -2.97378 2.31400
C 0.00196 -4.20363 1.91407
H 6.72858 0.80842 3.07762
H 7.16179 2.37492 2.22819
H 7.33919 0.97665 1.28566
H 4.86084 -0.29687 2.03613
H 5.22853 0.17071 0.18912
H 3.32566 1.72417 0.32167
H 2.80077 1.46189 1.97659
H 3.12498 -0.78736 -0.01605
H 1.47296 -0.60004 2.39475
H 3.01711 -1.41954 2.13350
H 1.41261 -2.85338 0.50346
H 0.21664 -1.71635 0.50748
H -0.74896 -4.21645 1.28456
H -0.32569 -4.78049 2.68912
H 0.68904 -5.08314 1.48180
*
```

=====

(4)
# C33H40F12N2O12S2

A cluster of 5 separate species, C33H40F12N2O12S2 in total (wB97M-V/def2-TZVPD, the OMol25 dataset).

Properties
- LUMO level: -8.4 eV
- Gap between HOMO and LUMO: 4.7 eV

Structure (ORCA input):
```
! RIJCOSX wB97M-V def2-TZVPD def2/J DEFGRID3
* xyz 2 1
C 2.53395 0.19274 0.92331
C 2.15036 0.20989 -0.70224
C 1.32450 1.62330 -1.04252
O -0.12981 1.43340 -1.15692
C -0.86826 2.70539 -1.05832
O -0.63438 3.61998 -0.07614
C -2.10429 3.13228 -2.10115
S -3.67706 2.42053 -1.28222
N -3.17517 0.75283 -0.90660
C -2.80489 0.33059 0.50142
C -2.30756 -1.21357 0.73782
C -2.18774 -2.27393 -0.50793
C -1.65760 -3.82540 -0.38412
C -0.32688 -4.21074 -1.31522
C 0.27908 -5.73760 -1.28145
N -0.34618 -6.77853 -0.37626
C -1.54551 -6.47880 0.53702
C -2.29546 -4.99196 0.57553
C -2.63291 -1.73754 -2.00181
C -3.11712 -0.17675 -2.13693
O 3.42506 0.29193 -1.43346
C 4.05222 -1.02684 -1.61443
O 4.48293 -1.84170 -0.64158
C 4.28694 -1.50630 -3.19876
S 5.85924 -2.52003 -3.29371
H 2.18352 -0.80135 1.45842
H 3.72562 0.19070 0.98734
H 2.18280 1.15588 1.48876
H 1.51074 -0.74621 -0.93720
H 1.72246 2.00321 -2.07529
H 1.66440 2.39386 -0.23012
H -1.94674 2.71551 -3.18607
H -2.12913 4.30044 -2.17317
H -2.89773 1.15610 1.35488
H -2.00472 -1.53730 1.82069
H 0.18053 -3.39198 -1.99709
H 1.20827 -6.00236 -1.97554
H 0.05745 -7.75379 -0.36995
H -1.90901 -7.36920 1.20873
H -3.23006 -4.75550 1.23996
H -2.60115 -2.42723 -2.94756
H -3.42839 0.24704 -3.20840
H 4.45946 -0.52544 -3.84693
H 3.32265 -2.07076 -3.54993
H 5.93854 -3.42332 -2.19944
C -2.38048 6.09541 0.32839
C -2.86497 7.53341 0.35409
O -4.29171 7.59127 0.20595
C -5.02523 7.33623 1.33448
O -4.52999 7.06419 2.42529
C -6.51983 7.47738 1.05082
F -6.89895 6.84991 -0.09960
F -6.89421 8.78167 0.91298
F -7.30166 6.95934 2.03913
H -2.72736 5.58932 -0.57851
H -1.28879 6.05348 0.36335
H -2.77507 5.52927 1.17779
H -2.43414 8.07875 -0.49331
H -2.54642 8.05308 1.26598
C 3.88446 -2.10916 4.62939
C 3.20554 -2.91250 5.72345
O 1.79019 -2.98663 5.49511
C 1.37635 -3.91276 4.57441
O 2.13937 -4.65006 3.95527
C -0.14741 -3.92094 4.46356
F -0.67546 -2.66639 4.37320
F -0.73677 -4.50379 5.54674
F -0.59931 -4.60064 3.37262
H 3.42371 -1.12021 4.53675
H 4.94947 -1.98652 4.84260
H 3.78140 -2.59914 3.65625
H 3.34709 -2.40942 6.68677
H 3.63809 -3.91597 5.81845
C -9.18522 4.58278 0.06026
C -9.80424 3.19738 0.03348
O -10.00776 2.75817 -1.31801
C -8.90471 2.26505 -1.96360
O -7.78937 2.19217 -1.45385
C -9.26855 1.79088 -3.36965
F -10.04173 2.68944 -4.04470
F -9.97291 0.62304 -3.35024
F -8.17851 1.56496 -4.15523
H -9.79126 5.28562 -0.52082
H -9.10102 4.94998 1.08634
H -8.18691 4.57926 -0.38814
H -10.79054 3.22920 0.51024
H -9.20053 2.47191 0.59233
C 9.02058 -2.34330 -1.76920
C 10.29461 -1.74059 -1.20634
O 11.09617 -2.74862 -0.57210
C 11.84920 -3.53228 -1.40607
O 11.86085 -3.41554 -2.62892
C 12.68676 -4.52636 -0.60327
F 11.96730 -5.15577 0.36994
F 13.73296 -3.92154 0.02918
F 13.22601 -5.51318 -1.37253
H 8.47346 -2.88268 -0.98904
H 8.37403 -1.56557 -2.18376
H 9.24058 -3.06711 -2.56002
H 10.04029 -1.00401 -0.43571
H 10.86965 -1.21339 -1.97735
*
```

=====

Among the records above, which one has the highest gap between HOMO and LUMO?
C10H40O10

=====

LUMO level of number 4 (C33H40F12N2O12S2)?
-8.4 eV

=====

Which formula does entry 2 have?
C5H13N3O2

=====

Look up the LUMO level of the third one.
-1.8 eV